ORCA calculation (ωB97M-V/def2-TZVPD) on a molecular structure, C7H21ClFLiNNa2O11S in a non-equilibrium geometry.

Calculated values
Highest occupied orbital energy in hartree: -0.09700
Charge: -1
Energy in a.u.: -2451.465087
M in Da: 434.7
Orbital gap in eV: 1.6

CARTESIAN COORDINATES (ANGSTROEM)
C1 4.287 0.519 0.243
C2 3.231 -0.066 -0.681
O1 1.929 -0.117 -0.130
C3 1.318 -1.327 -0.498
C4 -0.189 -1.414 -0.322
C5 -0.764 -0.929 0.998
C6 -1.333 0.521 1.028
S1 -1.405 1.364 -0.505
O2 -2.778 1.338 -0.937
O3 -0.919 2.706 -0.386
O4 -0.539 0.614 -1.604
C7 -0.892 -0.793 -1.498
H1 4.719 1.437 -0.144
H2 3.927 0.625 1.260
H3 5.126 -0.177 0.291
H4 3.190 0.520 -1.618
H5 3.559 -1.094 -0.939
H6 1.516 -1.450 -1.595
H7 1.819 -2.135 0.037
H8 -0.401 -2.482 -0.384
H9 -1.571 -1.636 1.149
H10 -0.066 -1.055 1.816
H11 -2.363 0.472 1.357
H12 -0.823 1.190 1.729
H13 -0.511 -1.328 -2.351
H14 -1.961 -0.968 -1.412
F1 5.871 3.091 -0.295
Na1 0.361 -0.729 -3.497
N1 -3.206 3.830 1.500
H15 -2.992 3.645 2.497
H16 -3.444 4.806 1.348
H17 -2.362 3.590 0.965
H18 -3.970 3.229 1.193
O5 1.929 2.537 -2.549
H19 1.203 2.811 -1.978
O6 -1.071 2.809 3.448
H20 -1.680 3.535 3.269
Li1 3.600 -1.241 -3.190
Na2 4.568 4.602 -0.541
O7 -1.838 -3.484 0.650
Cl1 -1.640 -4.732 -0.061
O8 -2.862 -5.420 -0.301
O9 -0.735 -5.566 0.692
O10 -1.028 -4.405 -1.359
O11 -4.027 -3.915 1.716
H21 -4.782 -3.323 1.588